Entry 1:
Formula: C38H47IN6O5PTi
Source: OMol25
Level of theory: wB97M-V/def2-TZVPD

The total charge is +1. The LUMO energy is -0.113 hartree. The value obtained for the HOMO energy is -0.3920 Eh. The total energy comes out at -3669.4392 Eh. For the orbital gap, the calculation gives 7.59 eV.

Each line ends with the Löwdin charge.
Positions of all 99 atoms, in Å:
Ti1 0.322 -0.144 0.282  1.08
C1 -4.989 -0.717 2.557  -0.05
O1 -3.648 -0.668 2.098  -0.09
C2 -2.669 -0.936 2.993  -0.20
C3 -2.882 -1.500 4.233  0.00
C4 -1.819 -1.703 5.121  -0.07
C5 -0.555 -1.301 4.778  -0.03
C6 -0.312 -0.735 3.515  -0.13
C7 0.927 -0.076 3.228  -0.01
N1 1.184 0.378 2.051  -0.08
N2 2.197 1.272 1.892  0.13
C8 2.041 1.901 0.758  -0.38
O2 1.037 1.592 -0.028  -0.20
C9 2.945 3.011 0.432  -0.14
C10 2.787 3.712 -0.761  -0.01
C11 3.624 4.773 -1.059  -0.07
C12 4.624 5.138 -0.170  -0.07
C13 4.779 4.450 1.027  -0.06
C14 3.946 3.390 1.329  -0.01
C15 -1.357 -0.596 2.576  -0.22
O3 -1.134 -0.097 1.378  -0.21
H1 -5.118 -0.125 3.466  0.10
H2 -5.313 -1.744 2.747  0.10
H3 -5.594 -0.294 1.759  0.09
H4 -3.883 -1.773 4.539  0.11
H5 -2.009 -2.138 6.092  0.11
H6 0.267 -1.394 5.477  0.12
H7 1.615 0.166 4.034  0.15
H8 2.009 3.417 -1.454  0.09
H9 3.499 5.320 -1.984  0.11
H10 5.287 5.958 -0.412  0.11
H11 5.550 4.747 1.726  0.11
H12 4.049 2.837 2.251  0.11
O4 4.161 -0.141 -0.911  0.06
C16 3.289 -0.674 -0.238  -0.44
N3 1.972 -0.724 -0.632  -0.08
C17 1.830 -0.329 -2.041  -0.14
C18 0.926 -1.320 -2.713  -0.28
C19 1.123 -1.749 -4.021  0.00
C20 0.293 -2.729 -4.536  -0.04
C21 -0.680 -3.279 -3.711  -0.04
C22 -0.809 -2.783 -2.427  -0.15
N4 -0.048 -1.804 -1.941  0.08
C23 3.737 -1.366 1.032  -0.20
C24 5.099 -1.352 1.315  0.01
C25 5.562 -2.045 2.420  -0.04
C26 4.644 -2.699 3.227  -0.05
C27 3.305 -2.634 2.876  -0.16
N5 2.857 -2.007 1.792  0.11
H13 2.816 -0.328 -2.504  0.13
H14 1.426 0.686 -2.141  0.10
H15 1.927 -1.327 -4.610  0.13
H16 0.417 -3.083 -5.550  0.12
H17 -1.325 -4.075 -4.057  0.11
H18 -1.551 -3.190 -1.748  0.11
H19 5.756 -0.793 0.665  0.12
H20 6.619 -2.079 2.648  0.11
H21 4.958 -3.261 4.095  0.11
H22 2.552 -3.121 3.490  0.10
N6 -0.773 -4.253 1.592  0.20
C28 0.030 -3.518 0.814  -0.59
O5 -0.103 -2.301 0.742  -0.06
C29 1.019 -4.240 -0.072  -0.56
I1 2.084 -5.832 0.883  0.86
H23 -1.424 -3.774 2.197  0.12
H24 -0.651 -5.245 1.698  0.07
H25 1.741 -3.521 -0.443  0.04
H26 0.495 -4.704 -0.905  0.05
C30 -2.419 1.122 -4.035  -0.09
C31 -1.225 1.211 -3.089  -0.50
C32 -0.366 2.439 -3.407  -0.10
P1 -1.542 1.058 -1.241  1.14
C33 -3.242 0.350 -0.917  -0.49
C34 -3.210 -1.181 -0.940  -0.12
C35 -4.457 0.824 -1.724  -0.10
C36 -1.685 2.826 -0.644  -0.51
C37 -2.838 3.639 -1.233  -0.10
C38 -1.740 2.901 0.886  -0.10
H27 -2.046 1.169 -5.061  0.09
H28 -3.123 1.942 -3.905  0.07
H29 -2.948 0.177 -3.924  0.07
H30 -0.615 0.333 -3.297  0.06
H31 -0.964 3.351 -3.416  0.08
H32 0.076 2.323 -4.398  0.09
H33 0.448 2.568 -2.692  0.04
H34 -3.377 0.654 0.123  0.08
H35 -3.160 -1.540 -1.969  0.07
H36 -4.127 -1.573 -0.497  0.09
H37 -2.364 -1.570 -0.376  0.04
H38 -4.583 0.230 -2.627  0.07
H39 -4.423 1.870 -2.009  0.05
H40 -5.353 0.674 -1.117  0.09
H41 -0.744 3.280 -0.961  0.09
H42 -3.788 3.351 -0.784  0.08
H43 -2.911 3.547 -2.317  0.06
H44 -2.677 4.693 -1.000  0.09
H45 -2.633 2.409 1.277  0.08
H46 -1.773 3.948 1.192  0.09
H47 -0.868 2.443 1.346  0.05

=====

Entry 2:
Formula: C38H47KN6O6S6
Source: OMol25
Level of theory: wB97M-V/def2-TZVPD

The total charge is -2. The LUMO energy is 0.110 hartree. The value obtained for the HOMO energy is -0.0255 Eh. The total energy comes out at -5245.2247 Eh. For the orbital gap, the calculation gives 3.69 eV.

Each line ends with the Löwdin charge.
Positions of all 104 atoms, in Å:
K1 0.811 0.086 -0.749  0.79
C1 0.396 1.050 -5.385  -0.03
N1 -0.538 1.518 -4.369  -0.14
C2 -1.903 1.811 -4.773  -0.08
C3 -0.128 1.609 -3.070  -0.44
O1 1.009 1.363 -2.715  -0.03
C4 -1.171 2.083 -2.064  -0.13
O2 -0.485 2.375 -0.862  -0.16
C5 -1.176 3.252 -0.014  -0.12
C6 -2.426 2.689 0.654  -0.41
O3 -2.849 1.570 0.399  0.07
N2 -3.012 3.544 1.544  -0.14
C7 -2.497 4.881 1.816  -0.06
C8 -4.010 3.045 2.473  -0.04
H1 0.063 0.090 -5.793  0.08
H2 1.370 0.919 -4.926  0.09
H3 0.474 1.780 -6.194  0.09
H4 -2.086 1.340 -5.739  0.08
H5 -2.083 2.887 -4.881  0.09
H6 -2.628 1.403 -4.068  0.07
H7 -1.919 1.296 -1.913  0.13
H8 -1.677 2.984 -2.436  0.13
H9 -1.452 4.150 -0.575  0.12
H10 -0.470 3.552 0.763  0.14
H11 -1.698 4.873 2.557  0.06
H12 -3.321 5.487 2.194  0.08
H13 -2.132 5.354 0.907  0.08
H14 -4.171 1.996 2.273  0.06
H15 -4.954 3.587 2.361  0.08
H16 -3.651 3.164 3.500  0.09
S1 4.006 2.856 1.318  0.42
C9 5.439 3.267 0.411  -0.76
C10 6.134 4.444 0.754  -0.12
C11 7.306 4.869 0.132  -0.24
C12 7.949 6.085 0.565  -0.21
N3 8.450 7.061 0.924  0.10
C13 7.840 4.092 -0.907  -0.24
C14 7.171 2.930 -1.284  -0.11
C15 5.983 2.473 -0.680  -0.75
S2 5.251 1.007 -1.259  0.44
C16 9.056 4.476 -1.581  -0.21
N4 10.028 4.766 -2.132  0.10
H17 5.730 5.045 1.557  0.08
H18 7.581 2.334 -2.088  0.09
O4 -0.628 -1.204 -1.939  -0.37
C17 -1.018 -2.492 -1.797  -0.69
C18 -1.662 -2.588 -0.395  -0.48
C19 -3.063 -2.186 -0.309  -0.06
C20 -3.865 -2.261 0.755  -0.01
C21 -2.214 -2.185 2.691  -0.43
S3 -0.775 -2.989 0.916  1.01
C22 0.161 -3.461 -1.969  -0.48
C23 0.264 -4.792 -1.693  -0.16
C24 1.528 -5.336 -2.064  -0.20
C25 2.344 -4.398 -2.614  -0.42
S4 1.604 -2.853 -2.680  1.09
C26 -2.031 -2.895 -2.915  -0.45
C27 -2.800 -4.000 -3.133  -0.14
C28 -3.529 -3.940 -4.362  -0.20
C29 -3.288 -2.787 -5.046  -0.43
S5 -2.193 -1.768 -4.203  1.07
H19 -3.500 -1.829 -1.236  0.12
H20 -4.906 -1.988 0.608  0.12
H21 -1.735 -2.886 3.403  0.10
H22 -0.534 -5.365 -1.232  0.10
H23 1.812 -6.370 -1.910  0.09
H24 3.353 -4.524 -2.986  0.06
H25 -2.848 -4.837 -2.442  0.11
H26 -4.205 -4.717 -4.699  0.09
H27 -3.702 -2.488 -6.001  0.05
C30 3.414 -2.879 0.805  -0.26
S6 3.524 -1.147 0.294  0.74
C31 4.747 -0.688 1.501  -0.31
O5 2.231 -0.556 0.799  -0.74
H28 4.350 -3.392 0.559  0.05
H29 2.581 -3.324 0.251  0.02
H30 3.208 -2.913 1.879  0.05
H31 5.728 -1.037 1.168  0.05
H32 4.451 -1.113 2.469  0.05
H33 4.728 0.411 1.511  -0.04
C32 -4.597 -2.864 4.390  -0.10
N5 -4.662 -2.334 3.031  -0.19
C33 -4.880 -0.889 3.099  -0.10
C34 -3.547 -2.756 2.139  -0.48
C35 -3.513 -4.294 2.095  -0.05
O6 -2.032 -0.981 2.797  -0.03
H34 -5.540 -2.640 4.891  0.08
H35 -3.788 -2.419 4.990  0.09
H36 -4.475 -3.946 4.387  0.07
H37 -4.125 -0.367 3.693  0.08
H38 -5.865 -0.710 3.540  0.08
H39 -4.866 -0.458 2.099  0.08
H40 -4.537 -4.666 2.039  0.09
H41 -3.028 -4.709 2.982  0.07
H42 -2.961 -4.643 1.226  0.06
C36 2.047 0.736 3.965  -0.09
C37 0.874 1.116 3.054  -0.22
C38 0.228 2.365 3.487  -0.20
N6 -0.270 3.334 3.861  0.14
H43 2.420 -0.242 3.659  0.06
H44 1.737 0.689 5.011  0.07
H45 2.858 1.459 3.860  0.06
H46 0.115 0.334 3.028  0.10
H47 1.267 1.221 2.047  0.08

=====

Entry 3:
Formula: C38H47NO5OsP2SSi2
Source: OMol25
Level of theory: wB97M-V/def2-TZVPD

The total charge is +2. The LUMO energy is -0.201 hartree. The value obtained for the HOMO energy is -0.5145 Eh. The total energy comes out at -3657.4182 Eh. For the orbital gap, the calculation gives 8.54 eV.

Each line ends with the Löwdin charge.
Positions of all 97 atoms, in Å:
Os1 -1.073 0.027 0.976  1.50
O1 0.945 -0.364 1.440  -0.48
P1 1.899 -1.503 1.074  0.82
C1 1.914 -1.624 -0.735  -0.27
P2 1.336 -0.024 -1.378  0.83
O2 -0.096 0.241 -0.888  -0.48
C2 1.409 -0.136 -3.154  -0.30
C3 1.227 -1.353 -3.814  -0.08
C4 1.242 -1.397 -5.197  -0.05
C5 1.434 -0.230 -5.925  -0.04
C6 1.620 0.983 -5.274  -0.04
C7 1.613 1.033 -3.890  -0.07
C8 2.514 1.203 -0.847  -0.30
C9 2.144 2.244 -0.002  -0.07
C10 3.104 3.149 0.426  -0.04
C11 4.423 3.008 0.019  -0.04
C12 4.794 1.966 -0.823  -0.05
C13 3.841 1.066 -1.264  -0.07
C14 1.338 -3.066 1.717  -0.29
C15 1.570 -4.265 1.045  -0.08
C16 1.156 -5.461 1.609  -0.05
C17 0.508 -5.458 2.837  -0.04
C18 0.276 -4.264 3.508  -0.05
C19 0.691 -3.064 2.955  -0.06
C20 3.525 -1.072 1.639  -0.28
C21 3.699 0.093 2.382  -0.05
C22 4.972 0.430 2.817  -0.05
C23 6.052 -0.384 2.510  -0.04
C24 5.873 -1.549 1.771  -0.05
C25 4.608 -1.899 1.336  -0.07
H1 1.225 -2.404 -1.062  0.06
H2 2.910 -1.845 -1.122  0.09
H3 1.071 -2.270 -3.260  0.11
H4 1.108 -2.340 -5.709  0.12
H5 1.448 -0.267 -7.006  0.12
H6 1.779 1.887 -5.846  0.12
H7 1.772 1.977 -3.383  0.11
H8 1.121 2.342 0.329  0.08
H9 2.820 3.964 1.078  0.12
H10 5.169 3.716 0.356  0.12
H11 5.822 1.864 -1.142  0.12
H12 4.130 0.268 -1.940  0.12
H13 2.080 -4.280 0.088  0.11
H14 1.340 -6.393 1.093  0.12
H15 0.187 -6.393 3.276  0.12
H16 -0.222 -4.271 4.468  0.12
H17 0.518 -2.131 3.477  0.11
H18 2.850 0.720 2.621  0.10
H19 5.118 1.329 3.401  0.12
H20 7.043 -0.116 2.853  0.12
H21 6.718 -2.185 1.545  0.12
H22 4.470 -2.819 0.777  0.11
C26 -2.185 -0.768 -3.092  -0.14
Si1 -2.797 -0.758 -1.342  0.51
C27 -1.816 -1.965 -0.188  -0.18
C28 -4.556 -1.371 -1.342  -0.15
C29 -2.598 0.855 -0.354  -0.39
C30 -3.639 0.736 0.681  -0.39
C31 -4.967 1.126 0.828  0.01
C32 -5.642 0.678 1.946  -0.01
C33 -5.005 -0.139 2.887  -0.02
C34 -3.678 -0.453 2.711  -0.08
N1 -3.039 0.009 1.625  -0.08
Si2 -2.511 2.558 -1.217  0.50
C35 -4.018 2.630 -2.330  -0.15
C36 -0.991 2.791 -2.266  -0.15
C37 -2.626 3.907 0.069  -0.15
H23 -2.145 -1.794 -3.465  0.05
H24 -1.211 -0.308 -3.227  0.00
H25 -2.904 -0.234 -3.719  0.05
H26 -1.088 -2.545 -0.757  0.05
H27 -2.534 -2.654 0.260  0.07
H28 -1.192 -1.760 0.771  0.00
H29 -4.612 -2.317 -1.886  0.05
H30 -5.220 -0.668 -1.851  0.05
H31 -4.952 -1.542 -0.339  0.04
H32 -5.449 1.739 0.082  0.12
H33 -6.680 0.948 2.093  0.13
H34 -5.536 -0.517 3.748  0.12
H35 -3.109 -1.047 3.409  0.13
H36 -4.112 1.764 -2.989  0.03
H37 -3.937 3.511 -2.972  0.05
H38 -4.952 2.735 -1.777  0.03
H39 -0.889 2.012 -3.022  0.02
H40 -0.080 2.823 -1.669  0.02
H41 -1.082 3.749 -2.785  0.06
H42 -3.454 3.745 0.765  0.03
H43 -2.802 4.868 -0.420  0.05
H44 -1.706 3.989 0.648  0.02
C38 -1.799 2.333 4.081  -0.09
S1 -0.535 1.493 3.207  0.54
O3 0.710 1.697 3.854  -0.22
O4 -0.621 1.923 1.760  -0.42
O5 -0.974 0.035 3.064  -0.44
H45 -1.535 3.389 4.095  0.09
H46 -1.818 1.938 5.095  0.09
H47 -2.748 2.176 3.572  0.07